Record 1
{
  "formula": "C2H7N5",
  "method": "ωB97M-V with the def2-TZVPD basis set",
  "species": ["H", "N", "C", "C", "N", "N", "N", "N", "H", "H", "H", "H", "H", "H"],
  "coordinates": [[-1.0884, 1.8250, 0.5207], [-0.1468, 1.8234, 0.1493], [0.2696, 0.6437, 0.3300], [-0.5549, -0.4947, 0.8761], [-1.6855, -0.8860, 0.4450], [-2.1302, -0.2275, -0.6957], [1.5646, 0.3310, -0.0097], [1.9441, -0.9817, -0.2288], [-0.2101, -1.0096, 1.7725], [-1.8008, 0.6769, -0.8678], [-3.1247, -0.4633, -0.8134], [2.0457, 1.0994, -0.5001], [2.8597, -1.1273, 0.2445], [2.0576, -1.2092, -1.2226]],
  "atomic_forces_ev_per_a": [[-0.25, 0.64, 0.15], [-0.47, 0.52, 0.12], [0.51, -1.51, -0.32], [0.32, -0.24, 0.99], [0.34, 1.23, -1.02], [-1.84, -3.01, 0.63], [0.05, 1.24, -0.31], [1.41, -0.67, 0.29], [0.19, 0.09, -0.27], [0.22, 1.39, -0.32], [1.00, 0.75, -0.17], [-0.28, -0.63, 0.37], [-1.03, -0.05, -0.58], [-0.18, 0.25, 0.44]],
  "nbo_charge": [0.33, -0.71, 0.38, -0.06, -0.19, -0.68, -0.45, -0.64, 0.20, 0.37, 0.38, 0.37, 0.35, 0.35],
  "relative_energy_kcal_mol": 54.7,
  "smiles": "[H]/N=C(\\C=N/N)NN",
  "homo_lumo_gap_ev": 9.863,
  "energy_ev": -9635.668
}

***

Record 2
{
  "formula": "C26H42BrN3P2PdS",
  "method": "ωB97M-V with the def2-TZVPD basis set",
  "species": ["C", "C", "C", "C", "N", "C", "C", "C", "C", "C", "C", "C", "C", "C", "Pd", "P", "H", "H", "H", "H", "H", "H", "H", "H", "C", "C", "H", "H", "H", "H", "H", "C", "C", "H", "H", "H", "H", "H", "C", "C", "H", "H", "H", "H", "H", "Br", "P", "C", "C", "H", "H", "H", "H", "H", "C", "C", "H", "H", "H", "H", "H", "C", "C", "H", "H", "H", "H", "H", "N", "C", "N", "S", "H", "H", "H", "H"],
  "coordinates": [[-0.6969, 4.7080, -5.6482], [-0.8306, 3.4800, -6.3202], [-0.8571, 3.4865, -7.7137], [-0.8735, 4.7105, -8.3928], [-0.7816, 5.8541, -7.7321], [-0.7058, 5.8818, -6.4045], [-0.9123, 2.2134, -5.5621], [-1.1391, 1.9410, -4.2840], [-1.7082, 2.4181, -3.0463], [-0.9236, 2.6163, -1.8996], [-1.5306, 2.4254, -0.6704], [-2.8986, 2.0765, -0.5933], [-3.7143, 2.1642, -1.7520], [-3.1098, 2.4802, -2.9670], [-0.6017, 0.3373, -5.2484], [2.7698, -1.0860, -0.7408], [-0.8480, 2.5741, -8.3001], [-0.5432, 4.7586, -4.5755], [-0.9671, 4.7733, -9.4804], [-0.6560, 6.8532, -5.9130], [-3.7122, 2.6814, -3.8396], [0.1320, 2.8419, -2.0021], [-4.7710, 1.9089, -1.6812], [-0.9168, 2.4565, 0.2128], [2.8561, -2.7659, -0.1370], [3.8588, -3.6296, -0.9087], [1.8360, -3.1722, -0.2355], [3.0897, -2.7652, 0.9415], [3.9338, -4.6117, -0.4269], [3.5467, -3.7906, -1.9474], [4.8628, -3.1901, -0.9256], [2.7158, -1.0117, -2.5169], [3.5129, 0.1214, -3.1805], [1.6650, -0.8828, -2.8080], [3.0250, -1.9840, -2.9232], [3.2813, 0.1477, -4.2585], [3.2304, 1.0896, -2.7419], [4.6041, 0.0094, -3.0845], [4.0194, -0.0095, -0.0453], [5.4191, -0.6145, -0.1284], [3.7427, 0.2503, 0.9910], [3.9721, 0.9240, -0.6215], [6.1546, 0.1228, 0.2122], [5.5185, -1.5085, 0.4961], [5.7002, -0.9054, -1.1485], [-3.4753, 1.2806, 0.9324], [-1.9080, -1.4167, -4.4187], [-0.1644, -2.2246, -4.0130], [-0.1168, -3.7287, -3.8024], [0.1598, -1.6866, -3.1060], [0.5211, -1.9440, -4.8410], [0.9213, -4.0081, -3.5710], [-0.7744, -4.0730, -2.9974], [-0.4230, -4.2474, -4.7141], [-2.5471, -1.5800, -2.6713], [-3.8422, -2.3690, -2.3280], [-2.6673, -0.5433, -2.3293], [-1.7390, -2.0263, -2.0760], [-4.0156, -2.2894, -1.2347], [-4.7263, -1.9658, -2.8488], [-3.7762, -3.4479, -2.5498], [-3.4706, -0.3164, -4.9147], [-3.5223, -0.1494, -6.4299], [-3.3243, 0.6764, -4.4458], [-4.3627, -0.8199, -4.5271], [-3.3140, 0.8919, -6.6908], [-2.7973, -0.8111, -6.9225], [-4.5268, -0.3898, -6.7960], [-0.6138, -1.3532, 1.8137], [0.6378, -1.0003, 1.5075], [1.5762, -1.0699, 2.4473], [0.8709, -0.3605, -0.1141], [-0.8522, -1.8185, 2.6810], [-1.3793, -1.1539, 1.1652], [2.5261, -0.7604, 2.3077], [1.3541, -1.5058, 3.3481]],
  "atomic_forces_ev_per_a": [[-0.08, 0.10, -0.34], [0.39, -0.45, -0.32], [-0.14, 0.29, -0.46], [0.19, -0.33, 0.77], [-0.33, 0.97, -0.32], [0.10, -0.98, 0.06], [-0.48, 2.37, 2.96], [0.59, 2.57, -2.98], [0.08, -0.12, -0.25], [-0.81, -0.60, -0.22], [-0.66, 0.01, -0.13], [1.19, 0.65, -2.63], [0.67, 0.25, 1.17], [0.07, -0.42, 0.95], [0.88, -2.22, -0.31], [-0.06, 0.01, 0.63], [-0.22, -0.08, 0.25], [-0.26, -0.10, -0.05], [0.15, -0.09, 0.35], [0.10, -0.15, -0.22], [0.03, -0.43, -0.22], [0.00, -0.27, 0.06], [0.18, 0.34, -0.06], [-0.06, 0.11, 0.38], [-0.14, -0.63, 0.33], [0.32, -0.26, -0.22], [0.27, 0.04, -0.03], [-0.02, 0.12, -0.40], [-0.04, 0.25, -0.13], [0.02, -0.02, 0.30], [-0.23, -0.14, 0.04], [-0.05, 0.23, -1.01], [0.33, 0.43, 0.05], [0.15, -0.13, 0.12], [-0.13, 0.12, 0.28], [-0.01, -0.03, 0.52], [0.07, -0.18, -0.34], [-0.40, -0.06, 0.03], [0.13, 0.34, 0.13], [0.51, -0.22, 0.02], [0.14, -0.07, -0.36], [-0.08, -0.10, 0.16], [-0.18, -0.17, -0.05], [-0.01, 0.21, -0.01], [-0.14, 0.16, 0.16], [-0.81, -0.70, 1.65], [-1.13, 0.39, 0.78], [0.45, -0.17, -0.11], [0.09, -0.07, -0.09], [-0.32, -0.15, -0.24], [-0.23, -0.14, 0.36], [-0.22, -0.28, -0.01], [0.10, 0.12, -0.03], [0.12, -0.03, 0.11], [0.31, -0.30, 0.50], [0.03, 0.08, -0.06], [-0.03, -0.03, 0.05], [-0.03, 0.12, 0.06], [-0.02, 0.05, -0.59], [0.36, -0.21, 0.30], [0.11, 0.47, -0.09], [-0.17, -0.18, -0.50], [-0.43, 0.08, 0.01], [-0.12, -0.96, 0.09], [0.15, 0.20, -0.02], [0.08, -0.21, -0.21], [-0.20, 0.22, -0.13], [0.27, 0.01, -0.13], [0.76, 0.29, -0.92], [-0.80, -0.26, 1.18], [-0.34, -0.53, -0.10], [-0.30, 0.43, -0.31], [0.01, 0.31, 0.10], [0.25, -0.19, 0.16], [-0.18, -0.01, -0.03], [0.21, 0.37, -0.41]],
  "mulliken_spin": [0.00, -0.04, 0.02, 0.00, 0.00, 0.00, 0.48, -0.26, 0.00, -0.01, 0.01, -0.01, 0.02, 0.00, 0.24, -0.01, 0.00, 0.00, 0.00, 0.00, -0.01, 0.00, 0.00, 0.00, 0.00, 0.00, 0.00, 0.00, 0.00, 0.00, 0.00, -0.04, -0.01, 0.01, 0.00, 0.00, 0.00, 0.00, 0.00, 0.00, 0.00, 0.00, 0.00, 0.00, 0.00, 0.00, 1.02, 0.30, 0.04, 0.00, -0.02, 0.01, 0.00, -0.01, 0.03, 0.03, -0.01, -0.03, 0.00, 0.00, -0.01, 0.22, 0.01, 0.02, 0.00, 0.00, -0.01, 0.00, 0.00, 0.00, 0.00, 0.00, 0.00, 0.00, 0.00, 0.00],
  "spin_multiplicity": 3,
  "charge": 2,
  "homo_lumo_gap_ev": [3.598, 4.871],
  "energy_ev": -135027.818
}

***

Record 3
{
  "formula": "C8H17N2",
  "method": "ωB97M-V with the def2-TZVPD basis set",
  "species": ["C", "C", "C", "C", "C", "C", "C", "C", "N", "N", "H", "H", "H", "H", "H", "H", "H", "H", "H", "H", "H", "H", "H", "H", "H", "H", "H"],
  "coordinates": [[-2.8950, -1.3448, -1.1232], [-3.1878, -1.7103, 0.0849], [0.9908, -1.2718, 0.4222], [-3.6602, -0.4708, 0.8754], [1.9914, 2.0891, -0.9362], [3.1565, 1.3150, 1.1214], [0.9853, 0.2504, 0.4032], [2.2598, 0.8767, -0.0709], [0.0537, -1.9837, -0.1143], [-2.4695, -0.9747, -2.1853], [-3.3726, -2.6276, 0.4629], [-3.1962, 0.5145, 0.5499], [-3.3317, -0.6268, 1.9354], [-4.7272, -0.2777, 0.7810], [1.5111, 1.8810, -1.9399], [2.8260, 2.5763, -1.4213], [1.3199, 2.8486, -0.4883], [3.9305, 1.9717, 0.6870], [3.5581, 0.4220, 1.5598], [2.5119, 1.9993, 1.7951], [0.1691, 0.5340, -0.2453], [0.6930, 0.5294, 1.4021], [2.7645, 0.1665, -0.7765], [-0.0380, -3.0132, -0.2918], [-0.8750, -1.4234, -0.1804], [1.9606, -1.7066, 0.6484], [-2.9290, -0.5430, -2.9553]],
  "atomic_forces_ev_per_a": [[-0.23, -0.89, -1.45], [-0.12, 4.19, -0.02], [1.04, 0.11, -1.77], [1.31, 0.77, 1.10], [-1.93, 0.75, -2.25], [-1.30, 1.34, -1.03], [-1.74, -1.79, 0.12], [1.63, 0.48, -0.59], [-1.85, 1.48, 0.85], [1.40, 0.48, 0.45], [-0.56, -2.88, 0.71], [-0.21, -1.33, 0.14], [-0.73, 0.37, -0.72], [-0.09, -0.42, 0.30], [-0.30, -0.59, 1.19], [0.96, 0.19, 1.02], [0.59, -0.32, 0.10], [0.00, -0.56, 0.53], [0.37, -0.01, 0.89], [1.14, -1.41, -0.69], [-0.46, 0.16, -0.21], [0.05, 0.53, 0.62], [0.02, 0.29, 0.86], [0.67, 1.31, 0.58], [1.28, -1.53, -0.47], [-0.19, -0.52, 0.25], [-0.75, -0.19, -0.51]],
  "nbo_charge": [0.44, -0.49, 0.35, -0.61, -0.63, -0.60, -0.48, -0.23, -0.63, -0.66, 0.25, 0.22, 0.22, 0.23, 0.22, 0.24, 0.22, 0.24, 0.21, 0.22, 0.24, 0.26, 0.21, 0.46, 0.45, 0.22, 0.42],
  "charge": 1,
  "relative_energy_kcal_mol": 80.3,
  "homo_lumo_gap_ev": 7.851,
  "energy_ev": -11542.714
}

***

no.,molecular weight (g/mol),maximum force (eV Å⁻¹)
1,101.11,3.58
2,676.98,3.99
3,141.24,4.19